No. 1
DFT (ωB97M-V with the def2-TZVPD basis set) results for C25H44AuO2P2 as an isolated structure in a non-equilibrium geometry.

```
! RIJCOSX wB97M-V def2-TZVPD def2/J DEFGRID3
* xyz 1 3
Au 0.528 -2.253 -6.296
C -1.797 -1.212 0.708
C -1.562 -2.231 -0.257
C 0.468 -1.591 0.607
C -0.541 -0.827 1.250
C -0.164 -2.474 -0.307
C -3.108 -0.639 1.074
H -3.918 -1.336 0.828
H -3.304 0.306 0.542
H -3.151 -0.427 2.150
C -0.307 0.168 2.314
H -1.251 0.464 2.787
H 0.191 1.077 1.937
H 0.348 -0.250 3.093
C 1.918 -1.472 0.846
H 2.130 -1.337 1.915
H 2.337 -0.605 0.309
H 2.446 -2.366 0.497
C 0.507 -3.480 -1.156
H -0.095 -4.396 -1.227
H 1.486 -3.744 -0.741
H 0.670 -3.113 -2.181
C -2.573 -2.942 -1.065
H -2.483 -4.031 -0.933
H -2.452 -2.733 -2.140
H -3.586 -2.646 -0.773
C -0.492 3.335 -0.983
C -1.322 2.291 -0.796
C -2.308 1.752 -1.785
C -1.898 1.951 -3.256
C -0.402 1.752 -3.451
C 0.360 2.912 -3.946
C 0.320 4.091 -3.299
C -0.540 4.363 -2.093
H -3.307 2.198 -1.630
H -2.191 2.956 -3.586
H -2.437 0.674 -1.583
H -1.588 4.551 -2.386
H 0.152 3.637 -0.147
H -1.399 1.856 0.207
H -0.169 5.307 -1.660
H 1.223 1.912 -0.893
H 1.002 2.774 -4.826
H 0.914 4.944 -3.648
H -2.478 1.251 -3.880
H 0.060 1.289 -2.569
P -0.035 0.128 -4.656
C -0.780 0.662 -6.200
C -0.872 -1.127 -3.668
P 2.294 -1.152 -5.844
C 1.780 0.070 -4.572
C 2.986 -0.182 -7.213
C 3.701 -2.035 -5.128
H -0.320 1.596 -6.552
H -1.853 0.840 -6.038
H -0.667 -0.121 -6.963
H -0.664 -2.127 -4.082
H -1.961 -0.973 -3.693
H -0.537 -1.099 -2.622
H 4.477 -2.120 -5.899
H 3.383 -3.038 -4.821
H 4.096 -1.488 -4.261
H 2.096 -0.276 -3.572
H 2.235 1.058 -4.747
H 3.819 -0.764 -7.629
H 3.357 0.790 -6.862
H 2.227 -0.032 -7.989
C 3.917 1.980 0.814
C 2.482 2.215 0.511
O 2.145 1.631 -0.687
O 1.678 2.825 1.205
H 4.532 2.365 -0.007
H 4.107 0.905 0.924
H 4.172 2.493 1.742
*
```

Properties
DFT total energy = -1947.51417 Ha
frontier orbital gap (alpha / beta) = 6.483 / 6.030 eV
maximum force = 4.64 eV/A
energy above the lowest of the compared OMol25 structures with the same formula, charge and spin = 4.8 kcal/mol
⟨S²⟩ = 2.021
highest occupied orbital energy (alpha / beta) = -9.1 / -9.4 eV

No. 2
DFT (ωB97M-V with the def2-TZVPD basis set) results for C25H44CeO2P2 as an isolated structure in a non-equilibrium geometry.

```
! RIJCOSX wB97M-V def2-TZVPD def2/J DEFGRID3
* xyz 1 2
Ce 0.218 0.200 0.108
C -1.642 -0.873 1.672
C -1.250 -1.950 0.815
C 0.582 -1.377 2.123
C -0.510 -0.514 2.481
C 0.127 -2.250 1.079
C -3.002 -0.275 1.753
H -3.547 -0.361 0.806
H -2.973 0.788 2.027
H -3.619 -0.780 2.515
C -0.427 0.674 3.370
H -1.318 1.305 3.276
H 0.448 1.298 3.123
H -0.336 0.406 4.432
C 1.985 -1.259 2.601
H 2.159 -1.731 3.579
H 2.281 -0.204 2.695
H 2.681 -1.731 1.898
C 0.954 -3.263 0.370
H 0.953 -4.227 0.904
H 2.004 -2.951 0.284
H 0.584 -3.465 -0.643
C -2.133 -2.664 -0.146
H -2.501 -3.600 0.302
H -1.623 -2.944 -1.076
H -3.019 -2.079 -0.418
C -0.655 2.108 -1.213
C -1.742 1.267 -1.138
C -2.204 0.351 -2.247
C -1.104 -0.369 -3.042
C 0.096 -0.864 -2.264
C 1.266 -0.163 -2.124
C 1.474 1.268 -2.540
C 0.282 2.257 -2.381
H -2.782 0.913 -3.002
H -0.786 0.268 -3.884
H -2.894 -0.384 -1.802
H -0.277 2.297 -3.325
H -0.505 2.871 -0.426
H -2.462 1.395 -0.313
H 0.756 3.238 -2.250
H 2.322 1.687 -1.973
H 2.173 -0.657 -1.728
H 1.734 1.328 -3.612
H -1.590 -1.248 -3.491
H 0.075 -1.940 -2.020
P -0.225 1.359 -6.529
C -0.303 3.205 -6.542
C -1.602 1.055 -7.722
P 2.059 -0.424 -7.309
C 1.195 1.175 -7.716
C 1.548 -1.394 -8.795
C 3.734 0.052 -7.920
H 0.567 3.595 -5.998
H -1.218 3.520 -6.025
H -0.303 3.595 -7.569
H -1.507 1.695 -8.609
H -2.542 1.284 -7.203
H -1.607 0.000 -8.019
H 3.698 0.440 -8.946
H 4.374 -0.838 -7.881
H 4.143 0.814 -7.247
H 1.908 1.999 -7.555
H 0.837 1.181 -8.761
H 2.144 -2.315 -8.806
H 1.722 -0.831 -9.721
H 0.488 -1.658 -8.705
C 3.223 3.033 2.107
C 2.359 2.630 0.944
O 2.204 3.345 -0.043
O 1.796 1.433 1.092
H 4.264 3.124 1.783
H 3.154 2.309 2.919
H 2.936 4.023 2.470
*
```

Properties
DFT total energy = -2287.08082 Ha
frontier orbital gap (alpha / beta) = 7.003 / 7.087 eV
maximum force = 4.04 eV/A
energy above the lowest of the compared OMol25 structures with the same formula, charge and spin = 0.0 kcal/mol
⟨S²⟩ = 0.753
highest occupied orbital energy (alpha / beta) = -10.8 / -10.8 eV

No. 3
DFT (ωB97M-V with the def2-TZVPD basis set) results for C25H44GaN3Sb2Si as an isolated structure.

```
! RIJCOSX wB97M-V def2-TZVPD def2/J DEFGRID3
* xyz 0 1
Ga -0.793 1.088 0.325
C 3.439 1.219 -0.560
Sb 2.006 -0.123 0.336
C 2.218 0.509 2.377
C 3.499 -1.668 0.694
C 3.769 -2.493 -0.529
C 4.669 -2.028 -1.488
C 4.862 -2.692 -2.690
C 4.143 -3.851 -2.945
C 3.281 -4.345 -1.976
C 3.094 -3.700 -0.754
C 2.252 -4.347 0.307
Sb 0.452 -3.313 1.009
C -0.247 -2.722 -0.941
C -0.713 -5.125 1.042
H 4.198 1.514 0.166
H 2.937 2.106 -0.946
H 3.916 0.708 -1.396
H 3.188 0.982 2.540
H 2.131 -0.389 2.988
H 1.401 1.167 2.655
H 3.147 -2.251 1.544
H 4.365 -1.078 0.996
H 5.225 -1.120 -1.284
H 5.566 -2.308 -3.417
H 4.269 -4.382 -3.880
H 2.752 -5.274 -2.158
H 2.847 -4.493 1.213
H 1.923 -5.331 -0.029
H -0.865 -3.511 -1.370
H 0.603 -2.532 -1.599
H -0.831 -1.807 -0.837
H -0.517 -5.698 0.135
H -1.769 -4.856 1.078
H -0.475 -5.729 1.917
C 1.921 3.908 1.137
C 0.675 4.167 0.347
C 0.345 5.443 -0.069
C -0.836 5.639 -0.783
C -1.654 4.580 -1.097
C -1.255 3.298 -0.689
N -0.123 3.130 0.041
N -1.873 2.110 -0.901
Si -3.231 1.773 -1.949
C -3.422 -0.072 -1.907
C -2.840 2.353 -3.672
C -4.777 2.618 -1.338
H 1.891 4.455 2.081
H 2.797 4.249 0.584
H 2.038 2.855 1.353
H 1.000 6.269 0.171
H -1.115 6.640 -1.090
H -2.584 4.715 -1.631
H -2.501 -0.557 -2.240
H -4.238 -0.418 -2.545
H -3.626 -0.408 -0.888
H -2.003 1.784 -4.087
H -2.566 3.411 -3.690
H -3.702 2.222 -4.332
H -4.745 2.775 -0.257
H -5.651 1.999 -1.560
H -4.931 3.588 -1.817
C -2.820 -1.497 2.031
C -2.021 -0.258 2.461
C -2.967 0.952 2.464
C -1.515 -0.484 3.890
N -0.834 -0.099 1.616
H -3.692 -1.662 2.672
H -2.185 -2.384 2.081
H -3.161 -1.386 1.000
H -3.792 0.833 3.172
H -3.402 1.097 1.468
H -2.410 1.856 2.732
H -2.342 -0.618 4.596
H -0.914 0.371 4.208
H -0.881 -1.373 3.918
*
```

Properties
DFT total energy = -3838.02804 Ha
frontier orbital gap = 7.165 eV
maximum force = 0.60 eV/A
energy above the lowest of the compared OMol25 structures with the same formula, charge and spin = 14.8 kcal/mol
highest occupied orbital energy = -7.0 eV

No. 4
DFT (ωB97M-V with the def2-TZVPD basis set) results for C25H45BBrCoF4NO8P2S3 as an isolated structure.

```
! RIJCOSX wB97M-V def2-TZVPD def2/J DEFGRID3
* xyz 0 4
Co -0.166 -0.990 -0.484
C 0.215 -4.590 -0.773
C -1.194 -4.357 -0.240
S -1.692 -2.714 0.379
C -1.719 -2.913 2.183
C -0.821 -1.964 2.969
S 0.914 -1.932 2.508
C 1.469 -3.593 2.943
C 1.174 -4.721 1.946
S 1.665 -4.277 0.268
H 0.391 -3.961 -1.644
H 0.234 -5.625 -1.123
H -1.454 -5.058 0.553
H -1.883 -4.542 -1.066
H -1.486 -3.950 2.413
H -2.753 -2.753 2.493
H -0.930 -2.182 4.035
H -1.153 -0.937 2.814
H 1.082 -3.851 3.932
H 2.551 -3.489 3.052
H 0.125 -5.003 1.965
H 1.733 -5.602 2.266
C -1.962 2.212 3.252
C -0.507 2.631 3.292
C 0.422 1.622 3.928
O -0.017 2.971 1.948
P -0.064 2.061 0.667
O -0.139 0.606 0.959
C -1.465 2.651 -0.313
P -2.067 1.497 -1.578
O -1.682 0.110 -1.223
O -1.652 1.985 -2.996
C -0.383 1.939 -3.740
C 0.487 0.766 -3.356
C 0.306 3.275 -3.581
O -3.612 1.698 -1.565
C -4.447 0.657 -2.231
C -4.917 -0.319 -1.181
C -5.559 1.401 -2.926
O 1.200 2.438 -0.167
C 2.241 3.457 -0.006
C 3.163 3.075 1.130
C 1.648 4.844 0.127
H -2.300 2.005 4.269
H -2.102 1.310 2.660
H -2.591 3.006 2.847
H -0.428 3.588 3.809
H 0.411 0.672 3.391
H 0.113 1.442 4.959
H 1.446 1.997 3.942
H -1.196 3.606 -0.767
H -2.296 2.834 0.372
H -0.731 1.821 -4.765
H 0.911 0.889 -2.356
H 1.330 0.719 -4.047
H -0.055 -0.175 -3.414
H 0.719 3.376 -2.577
H -0.375 4.102 -3.782
H 1.137 3.331 -4.286
H -3.813 0.146 -2.959
H -5.540 0.188 -0.440
H -4.070 -0.797 -0.693
H -5.504 -1.103 -1.659
H -6.185 1.925 -2.201
H -6.182 0.692 -3.472
H -5.158 2.123 -3.636
H 2.776 3.378 -0.953
H 2.699 3.263 2.097
H 4.078 3.667 1.066
H 3.440 2.024 1.066
H 1.047 4.933 1.031
H 1.041 5.108 -0.739
H 2.462 5.568 0.195
Br 4.725 0.295 3.418
C 4.842 -0.664 1.784
C 6.014 -1.332 1.464
N 6.148 -2.033 0.342
C 5.107 -2.085 -0.488
C 3.899 -1.442 -0.246
C 3.764 -0.709 0.923
C 2.740 -1.587 -1.208
O 2.862 -2.226 -2.233
O 1.690 -0.950 -0.805
H 6.864 -1.300 2.135
H 5.218 -2.667 -1.394
H 2.827 -0.213 1.142
F -0.702 -2.108 -2.253
B -1.847 -2.269 -3.163
F -1.975 -1.088 -3.901
F -2.974 -2.466 -2.353
F -1.585 -3.365 -3.954
*
```

Properties
DFT total energy = -7895.19122 Ha
frontier orbital gap (alpha / beta) = 8.386 / 8.374 eV
maximum force = 0.33 eV/A
energy above the lowest of the compared OMol25 structures with the same formula, charge and spin = 19.4 kcal/mol
⟨S²⟩ = 3.756
highest occupied orbital energy (alpha / beta) = -8.2 / -8.2 eV

No. 5
DFT (ωB97M-V with the def2-TZVPD basis set) results for C25H45BBrF7I2N6O5PS as an isolated structure in a non-equilibrium geometry.

```
! RIJCOSX wB97M-V def2-TZVPD def2/J DEFGRID3
* xyz 1 1
C 5.058 4.722 2.446
C 5.434 4.663 0.935
C 4.924 3.353 0.279
C 3.472 3.040 0.736
C 2.838 2.031 -0.270
C 1.320 2.380 -0.471
N 0.498 1.167 -0.756
C -0.462 0.761 0.110
N -0.888 1.735 1.017
P -1.564 3.296 0.231
C -1.673 3.206 -1.605
O -0.498 4.591 0.462
C -2.150 1.428 1.822
I -3.959 2.787 1.290
B -1.973 1.953 3.332
N -3.110 2.320 4.214
O -0.753 2.193 3.902
C -2.813 0.094 1.541
C -4.000 -0.316 2.427
N -5.186 -0.594 1.573
C -5.987 -1.738 2.062
C -1.653 -0.912 1.364
I -2.757 -2.799 0.946
N -0.960 -1.088 2.619
C -1.008 -2.396 3.329
C -1.979 -2.654 4.485
O -0.224 -3.213 3.119
C 0.250 -0.502 3.090
C 1.518 -0.084 2.358
O 0.323 -0.422 4.268
N -0.937 -0.550 0.081
C 0.110 -1.613 -0.029
C 0.125 -2.622 -1.203
C -1.133 -2.832 -2.071
Br 0.551 -4.440 -0.456
C 0.893 0.545 -2.002
F 1.596 1.515 -2.710
F 1.869 -0.364 -1.951
C -0.222 0.323 -3.103
F -1.425 -0.010 -2.642
F -0.490 1.512 -3.689
C 0.172 -0.539 -4.371
F -0.965 -0.943 -4.903
F 0.955 -1.579 -4.223
F 0.722 0.235 -5.277
H 4.033 5.102 2.510
H 5.725 5.415 2.961
H 5.092 3.716 2.871
H 5.041 5.532 0.396
H 6.528 4.690 0.881
H 5.014 3.372 -0.810
H 5.552 2.538 0.667
H 2.901 3.981 0.719
H 3.462 2.650 1.756
H 2.867 1.020 0.149
H 3.395 2.076 -1.205
H 1.119 2.761 0.529
H 1.155 3.207 -1.154
H -2.332 4.043 -1.881
H -2.228 2.301 -1.868
H -0.748 3.354 -2.165
H -0.068 4.780 -0.388
H -3.002 3.325 4.363
H -2.886 1.901 5.119
H -0.022 2.022 3.290
H -3.231 0.176 0.525
H -3.824 -1.143 3.116
H -4.352 0.494 3.079
H -5.794 0.215 1.597
H -5.800 -2.596 1.408
H -7.051 -1.491 1.971
H -5.809 -2.005 3.112
H -2.412 -1.740 4.895
H -2.734 -3.351 4.107
H -1.435 -3.185 5.267
H 1.889 -0.957 1.804
H 1.431 0.804 1.723
H 2.309 0.139 3.074
H 1.086 -1.120 0.041
H 0.189 -2.281 0.837
H 0.971 -2.515 -1.878
H -1.982 -2.186 -1.826
H -1.530 -3.844 -1.979
H -0.972 -2.705 -3.145
C 2.093 -4.996 -4.652
S 0.675 -4.933 -5.754
O -0.502 -5.444 -5.002
C 1.225 -6.246 -6.852
H 1.937 -4.271 -3.855
H 2.189 -5.993 -4.221
H 2.996 -4.737 -5.206
H 1.366 -7.166 -6.286
H 2.158 -5.950 -7.333
H 0.459 -6.398 -7.610
*
```

Properties
DFT total energy = -6316.81659 Ha
frontier orbital gap = 6.177 eV
maximum force = 4.39 eV/A
highest occupied orbital energy = -10.1 eV

No. 6
DFT (ωB97M-V with the def2-TZVPD basis set) results for a 4-piece molecular cluster, C25H45BO9 overall.

```
! RIJCOSX wB97M-V def2-TZVPD def2/J DEFGRID3
* xyz 0 1
C -3.343 -3.864 1.671
O -2.847 -4.329 0.435
C -1.713 -5.177 0.561
C -0.418 -4.387 0.684
C -0.140 -3.513 -0.551
C 1.350 -3.354 -0.883
C 1.990 -2.113 -0.219
C 2.144 -0.922 -1.197
B 2.168 0.358 -0.306
C 3.502 0.903 0.305
C 3.380 1.290 1.788
C 4.498 2.194 2.342
C 5.922 1.875 1.898
O 6.556 0.963 2.827
C 6.306 -0.348 2.674
C 6.500 -1.108 3.952
O 5.976 -0.844 1.633
H -3.889 -2.937 1.491
H -2.542 -3.669 2.394
H -4.031 -4.593 2.119
H -1.686 -5.774 -0.356
H -1.847 -5.862 1.409
H 0.410 -5.084 0.853
H -0.485 -3.750 1.573
H -0.536 -2.511 -0.351
H -0.702 -3.889 -1.411
H 1.905 -4.249 -0.581
H 1.448 -3.236 -1.966
H 2.963 -2.364 0.212
H 1.348 -1.809 0.622
H 3.107 -1.025 -1.713
H 1.352 -0.918 -1.949
H 1.120 0.888 -0.033
H 4.256 0.116 0.196
H 3.863 1.754 -0.294
H 2.436 1.827 1.931
H 3.293 0.390 2.407
H 4.271 3.245 2.140
H 4.503 2.105 3.435
H 5.978 1.466 0.889
H 6.541 2.773 1.925
H 5.523 -1.229 4.424
H 7.150 -0.558 4.631
H 6.938 -2.080 3.731
O 0.292 3.295 3.067
C -0.561 2.910 2.323
C -1.372 3.711 1.322
C -2.525 2.767 0.985
C -1.883 1.402 1.207
O -0.922 1.605 2.257
H -0.733 3.908 0.459
H -1.688 4.655 1.759
H -2.923 2.887 -0.021
H -3.340 2.921 1.693
H -1.350 1.048 0.321
H -2.587 0.637 1.527
O 0.134 -1.731 -3.752
C -0.124 -2.373 -4.727
C 0.195 -3.832 -4.997
C -0.010 -3.952 -6.505
C -1.059 -2.874 -6.760
O -0.800 -1.855 -5.779
H -0.513 -4.441 -4.431
H 1.204 -4.063 -4.665
H -0.325 -4.937 -6.840
H 0.915 -3.697 -7.025
H -2.075 -3.243 -6.609
H -0.991 -2.420 -7.746
O -4.002 6.521 2.274
C -4.870 6.158 1.539
C -5.661 6.974 0.532
C -6.847 6.067 0.212
C -6.249 4.683 0.446
O -5.277 4.865 1.488
H -5.023 7.143 -0.337
H -5.935 7.933 0.961
H -7.249 6.190 -0.791
H -7.652 6.245 0.925
H -5.736 4.299 -0.440
H -6.973 3.945 0.782
*
```

Properties
SMILES = COCCCCCCBCCCCOC(C)=O.O=C1CCCO1.O=C1CCCO1.O=C1CCCO1
DFT total energy = -1681.60252 Ha
frontier orbital gap = 10.122 eV
maximum force = 0.60 eV/A
energy above the lowest of the compared OMol25 structures with the same formula, charge and spin = 0.0 kcal/mol
highest occupied orbital energy = -9.5 eV

> Which value of DFT total energy does entry 4 give?

-7895.19122 Ha